# 1
Here is AlB3H18O3 as an isolated structure in a non-equilibrium geometry from the Open Molecules 2025 dataset. Energies are from ωB97M-V/def2-TZVPD.

The highest occupied orbital energy comes out at -8.457 eV. The calculation puts the HOMO-LUMO gap at 8.5 eV.

```
25
Properties=species:S:1:pos:R:3:forces:R:3
Al 0.3514 0.1294 0.3280 -1.3311 -1.0798 -1.2165
B -0.6431 -0.2745 -1.6362 -0.2222 -1.3090 -1.5222
H -1.1886 0.4016 -0.9962 -1.5741 0.8022 0.4253
H -0.5148 -1.2084 -1.1113 -0.7689 -1.8485 -0.7602
H -1.3303 -0.4503 -2.4493 -2.3926 -0.6360 -3.0587
H 0.3008 0.0952 -2.0056 2.8597 0.7166 -1.7412
B 1.5394 -0.9250 1.8198 -0.1764 0.4492 0.6657
H 2.1269 -0.9451 0.9150 2.7667 0.1569 -3.2052
H 1.3915 0.1184 2.0514 -0.8972 4.8906 1.1965
H 0.6164 -1.4544 1.6405 -2.9411 -1.1574 1.0914
H 2.0941 -1.3679 2.6325 1.8715 -1.0828 2.8437
B -0.9800 1.9533 0.1966 0.5142 1.6417 0.6330
H -1.1857 1.0817 0.7984 -0.5671 -2.6664 3.0750
H -0.2605 2.5711 0.7114 2.4955 2.6888 2.3124
H -0.5510 1.5569 -0.7106 -1.0351 0.9555 -1.6540
H -1.9054 2.4808 0.0242 -3.3811 1.4229 -0.5479
O -1.4513 -0.8598 0.5732 -1.8636 -0.8512 3.1204
H -2.1328 -0.2065 0.4151 -0.3030 0.2677 -0.1850
H -1.9249 -1.6888 0.6419 0.3193 -0.6023 0.2162
O 0.6887 -1.8528 -0.1007 0.9349 -3.4120 -2.0218
H -0.0153 -2.3651 -0.4984 -0.2044 0.0025 -0.7646
H 1.4067 -2.4762 0.0090 0.7315 0.1510 0.6275
O 1.0954 1.5410 -0.9487 4.4945 0.7592 0.1560
H 0.5637 2.3366 -0.9240 -0.4092 0.3766 0.4533
H 1.9088 1.8090 -1.3761 1.0795 -0.6361 -0.1391
```
Positions in Å, forces in eV/Å.

***

# 2
Here is C11H30MgN2OP2S2SbSe4 as an isolated structure from the Open Molecules 2025 dataset. Energies are from ωB97M-V/def2-TZVPD.

The highest occupied orbital energy comes out at -3.542 eV. Its net charge is -1. The calculation puts the HOMO-LUMO gap at 5.4 eV.

```
54
Properties=species:S:1:pos:R:3:forces:R:3
Mg 0.6488 -0.2682 1.1648 -0.1850 -0.1032 0.1805
C 2.2096 3.1830 0.6430 0.0164 0.0210 -0.0270
P 0.8245 2.2677 -0.1129 0.1847 -0.1248 -0.1446
C 1.4934 1.9224 -1.7748 -0.0526 0.0313 -0.0083
C -0.2690 3.7237 -0.4554 -0.0958 -0.0601 0.0749
C -1.4893 3.4941 -1.3507 0.0352 -0.0291 -0.0701
P -2.2769 1.8455 -1.1276 0.0002 -0.0403 0.0960
C -3.8541 2.1565 -2.0265 0.0274 0.0482 -0.0050
C -2.8899 2.0310 0.5973 0.0338 0.0034 -0.0522
H 2.5035 4.0164 0.0000 -0.0114 0.0134 0.0085
H 3.0450 2.4984 0.7806 -0.0049 0.0125 -0.0191
H 1.9186 3.5580 1.6253 0.0047 -0.0116 0.0060
H 1.7900 2.8497 -2.2728 0.0067 -0.0039 -0.0043
H 0.7516 1.4017 -2.3825 -0.0254 0.0177 -0.0006
H 2.3690 1.2704 -1.6759 -0.0123 -0.0023 0.0160
H 0.3788 4.4775 -0.9107 -0.0223 0.0753 0.0706
H -0.5832 4.1113 0.5173 -0.0038 -0.0136 0.0064
H -1.1883 3.5537 -2.4004 -0.0166 -0.0077 -0.0051
H -2.2361 4.2761 -1.1793 0.0258 0.0444 -0.0419
H -4.3064 3.1053 -1.7265 -0.0339 -0.0137 -0.0010
H -4.5588 1.3497 -1.8189 0.0149 -0.0199 -0.0042
H -3.6704 2.1771 -3.1016 -0.0073 0.0062 -0.0018
H -3.3903 2.9927 0.7388 -0.0075 -0.0026 0.0103
H -2.0644 1.9419 1.3046 0.0063 -0.0082 -0.0050
H -3.5945 1.2300 0.8221 -0.0133 -0.0217 0.0074
Se 2.9722 0.1383 2.2036 -0.0537 -0.1439 0.0227
Sb 3.9714 -1.6695 0.6466 0.0312 0.1439 0.0564
Se 1.5541 -2.4829 -0.0239 0.2047 -0.0806 -0.2610
Se 1.0873 -4.4617 1.1744 -0.2440 -0.0337 0.0709
Se 4.4247 -0.4475 -1.4177 -0.0038 -0.0149 0.0050
N 0.9588 -2.2279 3.6513 -0.2654 0.2563 0.0860
C -0.2822 -1.8021 3.4526 0.1562 0.1847 0.0024
N -1.2114 -2.7322 3.1765 -0.0694 -0.4106 -0.1342
S -0.7154 -0.1364 3.4924 0.1363 -0.0630 -0.0446
H 1.1824 -3.1543 3.2887 0.1070 -0.1993 -0.1254
H 1.6971 -1.5287 3.5850 0.1250 0.1229 0.0726
H -0.8606 -3.5658 2.6804 -0.0037 0.1880 0.1254
H -2.0717 -2.3423 2.8332 0.0384 0.0042 0.0401
C -4.4877 -3.0811 -0.4728 0.0102 -0.0139 -0.0056
C -3.2318 -2.7264 0.3114 -0.0871 -0.0814 -0.0111
S -2.3990 -1.3136 -0.4121 0.2525 0.0478 0.1322
O -1.1974 -1.1098 0.4733 -0.1902 0.3118 -0.0744
C -1.7783 -2.0394 -1.9480 -0.0013 -0.0358 -0.0153
C -1.3391 -3.4936 -1.8973 0.0080 0.0194 -0.0257
H -5.0189 -3.8939 0.0213 0.0004 -0.0028 0.0026
H -4.2517 -3.4065 -1.4861 -0.0002 -0.0033 0.0117
H -5.1644 -2.2275 -0.5394 -0.0001 0.0010 0.0065
H -2.5145 -3.5449 0.3879 -0.0019 -0.0013 0.0267
H -3.4872 -2.3855 1.3167 -0.0357 -0.0213 -0.0412
H -0.9376 -1.3793 -2.1722 -0.0097 0.0164 -0.0180
H -2.5558 -1.8537 -2.6942 0.0124 0.0014 -0.0090
H -0.7267 -3.7110 -1.0220 0.0172 0.0041 0.0210
H -0.7226 -3.7045 -2.7713 -0.0064 -0.0121 -0.0031
H -2.1896 -4.1769 -1.9106 0.0091 0.0051 -0.0004
```
Positions in Å, forces in eV/Å.

***

# 3
Here is one molecule with the formula C22H23N3O5S from the Open Molecules 2025 dataset. Energies are from ωB97M-V/def2-TZVPD.

The highest occupied orbital energy comes out at -8.443 eV. Its SMILES is O=C(Nc1ccccc1N1CCOCC1)c1ccc(S(=O)(=O)NCc2ccco2)cc1. The calculation puts the HOMO-LUMO gap at 8.4 eV.

```
54
Properties=species:S:1:pos:R:3:forces:R:3
O 1.8132 0.5487 3.3991 0.0786 0.0786 0.0771
C 1.2730 -0.1048 2.5306 -0.0123 -0.0637 -0.0757
N 0.8755 -1.3964 2.6604 -0.1597 -0.2528 -0.2659
C 0.9044 -2.2296 3.7803 0.0297 -0.1098 0.2837
C 1.1739 -1.7808 5.0647 0.0606 0.1563 -0.0070
C 1.1016 -2.6619 6.1299 -0.0401 -0.1437 -0.0142
C 0.7509 -3.9833 5.9212 0.0163 -0.0127 0.1488
C 0.4974 -4.4421 4.6386 0.0312 0.0398 -0.1536
C 0.5867 -3.5821 3.5552 0.0443 0.1470 0.1302
N 0.3378 -3.9659 2.2120 -0.0588 -0.0127 0.0302
C -0.6012 -5.0513 1.9930 -0.2081 0.0500 -0.3840
H -1.4898 -4.8837 2.6038 0.0072 -0.0519 -0.0136
C -0.9742 -5.0451 0.5078 -0.1871 -0.1241 0.3019
H -1.6500 -5.8690 0.2747 -0.0168 0.0700 0.0398
O 0.1621 -5.2263 -0.3048 0.0170 -0.1244 -0.0625
C 1.1201 -4.2225 -0.0680 0.3327 0.1106 0.1864
H 1.9747 -4.4593 -0.7032 -0.0203 0.0866 0.0411
C 1.5336 -4.1866 1.4052 0.0457 -0.0839 -0.4320
H 2.2535 -3.3849 1.5769 -0.0074 -0.0165 -0.0113
H 2.0097 -5.1457 1.6667 0.0038 0.0955 0.0281
H 0.7141 -3.2401 -0.3609 0.0552 -0.0519 0.0257
H -1.4638 -4.0905 0.2595 0.0107 -0.0812 0.0490
H -0.1692 -6.0340 2.2400 -0.0323 0.0607 0.0430
H 0.2373 -5.4781 4.4837 -0.0286 -0.0981 -0.0552
H 0.6825 -4.6663 6.7544 -0.0050 -0.0555 0.0726
H 1.3104 -2.3081 7.1278 0.0172 0.0433 0.0863
H 1.4293 -0.7457 5.2184 0.0053 0.0427 -0.0012
H 0.4884 -1.8695 1.8521 0.0359 0.1269 0.0569
C 1.0124 0.4582 1.1641 -0.0817 0.1960 -0.2074
C -0.0658 0.0597 0.3771 0.1743 0.0675 0.1277
C -0.2548 0.6267 -0.8716 -0.0982 -0.0585 -0.1865
C 0.6290 1.5862 -1.3239 -0.2254 0.0224 -0.4673
C 1.6943 2.0059 -0.5513 0.1457 0.0024 0.0851
C 1.8823 1.4420 0.6971 -0.0541 -0.0415 -0.0026
H 2.6984 1.7495 1.3333 0.0587 0.0390 0.0325
H 2.3593 2.7579 -0.9438 0.1542 0.1027 0.0405
S 0.3513 2.3470 -2.9169 -0.0244 0.5208 0.2679
O -0.6114 1.5570 -3.6312 -0.1078 -0.0075 0.3515
O 1.6051 2.6500 -3.5378 0.0849 0.1492 0.2262
N -0.2978 3.8080 -2.4210 0.6103 -0.6433 -0.2423
H 0.0986 4.5800 -2.9343 0.2398 0.0209 -0.1747
C -1.7379 3.8827 -2.2454 -0.3466 0.1489 -0.0219
C -2.4710 4.2619 -3.4903 0.0178 -0.8199 -0.3208
C -2.7354 3.5708 -4.6360 0.1136 0.2189 0.5646
C -3.4287 4.4672 -5.4856 -0.1046 0.5164 0.1811
C -3.5321 5.6337 -4.7949 -0.2131 -0.2851 -0.7406
O -2.9521 5.5239 -3.5875 0.1130 0.1986 0.4457
H -3.9781 6.5773 -5.0392 -0.0252 0.1613 0.0611
H -3.7980 4.2655 -6.4698 -0.1065 0.0359 -0.2131
H -2.4541 2.5579 -4.8362 0.0662 -0.1926 -0.0075
H -2.0523 2.8934 -1.9088 -0.2128 0.1680 0.0956
H -1.9537 4.6189 -1.4645 -0.0242 -0.1901 -0.0329
H -1.0717 0.3305 -1.5110 -0.1209 -0.0856 -0.0072
H -0.7796 -0.6658 0.7405 -0.0479 -0.0700 0.0209
```
Positions in Å, forces in eV/Å.